# C6H9N

A molecular structure, C6H9N (wB97M-V/def2-TZVPD, the Open Molecules 2025 dataset).

- ΔE to the lowest compared entry with this formula, charge and spin: 318.1 kJ/mol
- Multiplicity: 1

The geometry in XYZ format:
```
16
C6H9N, DFT wB97M-V/def2-TZVPD
C -0.74227 1.84417 -0.24405
N 0.16529 0.80658 -0.70449
C 1.19884 0.27952 0.16874
C 0.65533 -0.93399 0.95453
C -0.78737 -1.10547 0.51091
C -0.29200 -0.58821 -0.86806
C 1.14580 -1.06108 -0.46648
H -0.87976 1.88026 0.84683
H -1.72433 1.70639 -0.71069
H -0.35949 2.81745 -0.57326
H 2.05430 0.85642 0.50622
H 1.13792 -1.30612 1.85335
H -1.58480 -0.55458 1.02569
H -1.05023 -2.16638 0.44262
H -0.83982 -0.81635 -1.78449
H 1.90258 -1.65860 -0.95738
```